Entry from OMol25: C23H23NO2Ti as an isolated structure at a distorted geometry (ωB97M-V/def2-TZVPD).

The value obtained for the HOMO energy (spin up / spin down) is -1.13 / -3.82 eV. Its expectation value of S² is 3.77. The LUMO energy (spin up / spin down) comes out at 2.349 / 2.348 eV. The multiplicity is 4. As for the orbital gap (spin up / spin down): 3.47 / 6.17 eV. For the max |F|, the calculation gives 2.40 eV/Å. For the molar mass, the calculation gives 393.3 g mol⁻¹. The electronic energy comes out at -1944.78727 a.u. Its total charge is -1.

Geometry (Å):
C: -0.96080 2.07207 2.23228
C: -0.95639 2.67445 0.91988
C: -1.37104 1.70038 -0.03837
H: -0.61429 3.66617 0.66161
C: -1.57006 0.46804 0.67080
C: -1.34699 0.71965 2.08428
H: -1.41219 0.03669 2.92663
H: -0.69103 2.54282 3.17020
H: -1.56615 1.88587 -1.09415
H: -1.83352 -0.47268 0.17710
C: 2.08126 -0.64283 0.16881
C: 2.57275 -0.02701 1.37771
C: 1.65236 -0.31849 2.45971
H: 3.44102 0.60654 1.45003
C: 0.57331 -1.05848 1.89040
C: 0.78421 -1.18473 0.47019
H: 0.13398 -1.67570 -0.25172
H: 2.63911 -0.82947 -0.75825
H: 1.81667 -0.07513 3.51201
H: -0.23814 -1.45052 2.48284
Ti: 0.66039 1.08210 0.99716
O: -1.90171 -1.66104 -1.66309
C: -1.96445 -0.94187 -2.93502
C: -3.10524 -1.83582 -2.51584
H: -2.08433 0.13226 -2.81729
H: -1.30418 -1.31287 -3.72212
H: -4.02195 -1.33015 -2.19517
H: -5.43697 -3.09262 -3.14309
C: -4.57243 -3.69191 -3.45094
C: -3.28887 -3.14291 -3.17053
C: -2.14923 -3.90023 -3.52973
H: -1.14354 -3.52864 -3.30309
C: -2.29013 -5.11327 -4.21840
H: -1.40478 -5.68132 -4.52127
C: -3.56085 -5.60881 -4.54144
H: -3.68332 -6.53880 -5.09387
C: -4.70555 -4.89626 -4.14826
H: -5.71337 -5.24953 -4.39099
O: 2.12106 2.73034 1.39142
N: 3.01854 3.43146 2.13884
C: 3.87704 4.31949 1.53240
C: 4.94664 4.89741 2.20056
C: 5.10200 4.58922 3.57340
C: 4.24431 3.66889 4.17942
C: 3.13431 3.18504 3.47904
H: 3.69169 4.57880 0.49084
H: 5.58772 5.60279 1.63616
H: 5.97060 4.94988 4.11420
H: 4.36838 3.32357 5.20989
H: 2.47418 2.39719 3.90479